[1]
Formula: C5H11NO
Source: the Open Molecules 2025 dataset
Level of theory: ωB97M-V/def2-TZVPD

Geometry as XYZ:
```
18
Properties=species:S:1:pos:R:3:lowdin_charge:R:1
C -2.19068 -0.36139 -0.98838 -0.0580
C -1.02671 0.49442 -0.55314 -0.3351
C -1.01016 1.08184 0.80559 -0.1144
N -0.09875 0.00106 0.46166 -0.0879
C 1.29658 0.42872 0.34095 -0.2008
C 2.18163 -0.76742 0.02460 -0.2707
O 2.01541 -1.77103 0.99701 -0.0719
H -1.97141 -0.93534 -1.89407 0.0716
H -3.05560 0.28061 -1.19567 0.0776
H -2.46926 -1.05926 -0.19296 0.0803
H -0.56544 1.08890 -1.34399 0.1349
H -1.80336 0.82191 1.50425 0.1096
H -0.57987 2.07329 0.94314 0.1094
H 1.42489 1.22432 -0.41345 0.1207
H 1.60062 0.83412 1.31309 0.1255
H 1.96155 -1.14506 -0.98764 0.1158
H 3.23376 -0.46116 0.04543 0.1177
H 1.05681 -1.82853 1.13358 0.0756
```

The LUMO energy comes out at 0.04130 Eh. The energy above the lowest of the compared OMol25 structures with the same formula, charge and spin is 192.8 kJ/mol. As for the spin multiplicity: 1.

[2]
Formula: C25H27BN7O2RuS5
Source: the Open Molecules 2025 dataset
Level of theory: ωB97M-V/def2-TZVPD

Geometry as XYZ:
```
68
Properties=species:S:1:pos:R:3:lowdin_charge:R:1
Ru -0.58722 -0.01262 0.13141 1.0008
N -2.68638 0.24439 3.21998 -0.0174
C -1.76516 0.52199 4.31147 -0.2750
C -0.74646 1.61377 4.01765 -0.1002
C 0.40525 1.22430 3.04487 -0.6389
O 1.43095 1.88260 3.13016 0.0454
O 0.21055 0.23805 2.22411 -0.2041
H -3.24132 1.06681 3.01024 0.0624
H -2.16368 0.01454 2.38498 -0.0461
H -1.22811 -0.39407 4.56783 0.0909
H -2.36712 0.82003 5.17441 0.1117
H -0.26337 1.95576 4.93379 0.1130
H -1.25117 2.46522 3.54795 0.1076
S -3.17979 -0.01322 0.02726 0.6459
C -2.85283 0.05941 -1.62352 -1.1366
N -1.64814 0.18405 -2.11002 -0.0392
C -1.67908 0.20243 -3.50852 -0.2899
C -0.61181 0.32394 -4.39191 -0.0122
C -0.83507 0.28976 -5.75539 -0.0786
C -2.11463 0.13038 -6.27627 -0.0864
C -3.19641 0.03065 -5.42542 -0.0914
C -2.96960 0.07869 -4.05832 -0.4731
S -4.14812 -0.02940 -2.79114 1.0506
H 0.37776 0.44602 -4.01678 0.0895
H 0.00498 0.38314 -6.43125 0.1061
H -2.26567 0.08539 -7.34606 0.1061
H -4.20168 -0.09018 -5.80611 0.1100
C -1.90428 -2.70288 3.29769 -0.0319
N -0.50651 -2.79350 2.92441 -0.1109
C 0.52740 -3.02157 3.78856 -0.0325
C 1.63157 -3.24326 3.03880 -0.0432
N 1.29232 -3.17191 1.71609 0.0240
B 2.23873 -3.82615 0.60403 -0.4317
N 2.38032 -3.18617 -0.81543 -0.0233
C 2.26279 -3.90924 -1.97859 -0.0776
C 2.59869 -3.12146 -3.02534 -0.0569
N 2.91720 -1.89211 -2.49789 -0.1375
C 3.39340 -0.72576 -3.19125 -0.0615
C 2.75915 -1.94499 -1.14681 -0.8176
S 3.20932 -0.68307 -0.13339 0.6036
C -0.01754 -2.82838 1.66306 -0.6982
S -0.97669 -2.51540 0.27597 0.6824
H -1.98027 -2.39381 4.33617 0.0892
H -2.38072 -3.67633 3.17058 0.1037
H -2.41157 -1.96822 2.68711 0.0406
H 0.39117 -3.00383 4.85483 0.1275
H 2.63942 -3.46107 3.34137 0.1265
H 1.76504 -4.91251 0.39845 0.0744
H 3.34002 -3.84311 1.07682 0.0735
H 1.95206 -4.93809 -1.96963 0.1133
H 2.62108 -3.32508 -4.08037 0.1129
H 3.84906 -1.02313 -4.13400 0.0916
H 4.13929 -0.23133 -2.57144 0.0516
H 2.58093 -0.03103 -3.37603 0.0689
S -2.13785 4.71026 0.61644 1.0818
C -2.10978 2.98646 0.53807 -0.4937
N -0.94645 2.43781 0.44340 -0.0137
C 0.06493 3.39458 0.45681 -0.3045
C 1.43405 3.14526 0.44598 -0.0188
C 2.30265 4.21276 0.50206 -0.0537
C 1.82898 5.52572 0.57247 -0.0740
C 0.47501 5.79240 0.59383 -0.0892
C -0.40231 4.71582 0.53687 -0.4623
H -3.03318 2.42940 0.57627 0.0125
H 1.78174 2.12229 0.45986 0.0759
H 3.36822 4.02833 0.51951 0.1135
H 2.53272 6.34495 0.63537 0.1064
H 0.10324 6.80553 0.66391 0.1079
```

The LUMO energy (spin up / spin down) comes out at -0.08902 / -0.06588 Eh. The energy above the lowest of the compared OMol25 structures with the same formula, charge and spin is 319.9 kJ/mol. As for the spin multiplicity: 2.

[3]
Formula: C12H35FN2O12
Source: the Open Molecules 2025 dataset
Level of theory: ωB97M-V/def2-TZVPD

Geometry as XYZ:
```
62
Properties=species:S:1:pos:R:3:lowdin_charge:R:1
C -1.49433 -1.27102 0.12215 -0.0506
O -0.65469 -1.18276 -1.02337 -0.0944
C -1.09625 -0.24302 -1.93880 -0.2820
C -0.55910 1.13821 -1.71975 -0.1574
O -1.00944 1.64123 -0.48492 -0.1244
C -1.04129 3.06321 -0.48741 -0.1876
C -0.67853 3.70048 0.85732 -0.1603
C 0.03218 2.81865 1.86065 -0.2027
C 1.41806 2.37181 1.41491 -0.1777
C 1.94410 1.22117 2.26859 -0.1986
N 2.88704 0.35049 1.52717 0.0363
C 2.89348 -0.98076 2.04175 -0.5107
C 3.13820 -2.06643 1.05284 0.0031
O 2.73757 -1.23671 3.20091 0.0945
C -0.66525 -0.73150 -3.30978 -0.3397
O -1.35210 -1.39582 -4.02080 0.1513
N 0.64925 -0.32708 -3.75144 0.1765
C 1.67956 -1.08681 -3.16902 -0.4864
O 2.27951 -0.83112 -2.17094 0.1932
F 1.91715 -2.20245 -3.86298 0.1264
H -2.08433 -2.16616 0.09421 0.0795
H -0.86276 -1.29413 0.98094 0.0829
H -2.15737 -0.43405 0.18870 0.0884
H -2.16882 -0.22006 -1.99183 0.1398
H 0.51538 1.13066 -1.71334 0.1218
H -0.92729 1.72893 -2.54698 0.1383
H -2.04860 3.34897 -0.74945 0.1206
H -0.37383 3.44922 -1.23469 0.1104
H -0.00768 4.51582 0.64925 0.1086
H -1.56407 4.12868 1.28356 0.0771
H 0.18923 3.44495 2.72275 0.1094
H -0.59017 2.00220 2.18109 0.1070
H 1.45052 2.12422 0.37148 0.0966
H 2.09470 3.18769 1.59328 0.1054
H 1.11811 0.62624 2.60938 0.1047
H 2.40011 1.62571 3.15363 0.1128
H 3.82024 0.70384 1.68929 0.1278
H 3.02410 -1.67499 0.05839 0.0474
H 4.12830 -2.46201 1.15424 0.0864
H 2.43659 -2.86178 1.18867 0.0528
H 0.68852 -0.31848 -4.76105 0.1495
O -3.97951 -0.06958 -3.62278 -0.0538
H -3.20347 -0.35939 -4.11971 0.0034
H -4.71491 -0.16193 -4.23393 0.0385
O -3.09903 4.97038 3.04147 -0.0596
H -2.91872 5.45147 3.85297 0.0252
H -3.95142 4.56009 3.20840 0.0206
O 4.85204 -3.82897 -3.54114 -0.0529
H 4.84144 -3.70011 -4.49306 0.0322
H 4.10373 -3.31626 -3.22168 0.0073
O 2.31580 -5.08181 1.71228 -0.0518
H 2.32370 -5.60818 0.90662 0.0427
H 2.54415 -5.70731 2.40702 0.0402
O -4.17486 4.05185 5.67430 -0.0469
H -4.96546 4.31091 6.15673 0.0422
H -4.08368 3.11088 5.85012 0.0449
O 0.21168 -4.66465 -4.44096 -0.0514
H 0.69107 -3.85354 -4.24914 -0.0084
H -0.62518 -4.36464 -4.80633 0.0316
O -2.92357 -2.88951 2.53489 -0.0572
H -2.09350 -3.37765 2.62330 0.0434
H -3.25631 -2.80726 3.43208 0.0336
```

The LUMO energy comes out at 0.00890 Eh. As for the spin multiplicity: 1.

[4]
Formula: C37H49ClIrN6O2S2Si2
Source: the Open Molecules 2025 dataset
Level of theory: ωB97M-V/def2-TZVPD

Geometry as XYZ:
```
100
Properties=species:S:1:pos:R:3:lowdin_charge:R:1
Ir -0.79358 -0.14811 0.14182 0.9132
C 3.90284 -0.91189 0.45971 -0.1644
Si 2.20619 -1.47108 1.04334 0.4020
C 2.31926 -2.12543 2.79889 -0.1634
C 1.72554 -2.92508 -0.00796 -0.2100
N 1.02483 -0.16308 1.00970 -0.2218
C 1.18466 0.92681 1.88833 -0.3409
C 2.35763 1.21121 2.59682 -0.0710
C 2.43671 2.32763 3.42209 -0.1010
C 1.34168 3.17758 3.56549 -0.1014
C 0.15579 2.89025 2.90593 -0.0481
C 0.05330 1.75279 2.09482 -0.3468
N -1.10133 1.34094 1.47213 -0.2751
Si -2.68252 2.01245 1.69885 0.3644
C -3.15866 2.08937 3.50822 -0.1644
C -2.85168 3.70743 0.90492 -0.1728
C -3.85163 0.81347 0.84577 -0.1800
H 4.68021 -1.35726 1.08676 0.0416
H 4.03744 0.17175 0.48944 0.0239
H 4.07301 -1.24208 -0.56673 0.0329
H 3.28184 -2.61639 2.96757 0.0405
H 1.53955 -2.87406 2.97048 0.0259
H 2.21269 -1.34272 3.55540 0.0311
H 2.47354 -3.70364 0.18080 0.0495
H 1.75148 -2.69655 -1.07336 -0.0056
H 0.75166 -3.34714 0.25708 0.0142
H 3.23024 0.57831 2.50556 0.0827
H 3.36108 2.53077 3.94615 0.0991
H 1.40542 4.05390 4.19725 0.1000
H -0.70147 3.54288 3.03204 0.0932
H -2.96739 3.06314 3.96326 0.0301
H -2.60597 1.33872 4.08046 0.0302
H -4.22628 1.87996 3.62304 0.0341
H -1.86748 4.09584 0.62638 0.0236
H -3.31350 4.43154 1.58102 0.0323
H -3.46332 3.66798 -0.00062 0.0229
H -3.98623 -0.09370 1.44248 0.0225
H -3.52593 0.51754 -0.16021 -0.0014
H -4.83435 1.28150 0.73137 0.0425
S -0.89827 1.48498 -1.50527 0.7973
C -1.21153 0.67599 -2.95595 -0.5693
N -1.49729 1.32995 -4.06845 -0.0650
C -1.53997 0.62473 -5.35556 -0.0806
C -2.23504 -0.68757 -5.17901 -0.0795
N -1.61346 -1.43550 -4.08429 -0.0796
C -1.49634 -2.88955 -4.30287 -0.0993
C -0.43957 -3.15443 -5.34801 -0.2215
C 0.87563 -2.75570 -5.11323 -0.0257
C 1.84714 -2.96733 -6.07875 -0.0591
C 1.51324 -3.58182 -7.28113 -0.0717
C 0.20629 -3.97991 -7.51752 -0.0691
C -0.77080 -3.75999 -6.55306 -0.0464
C -1.19808 -0.83825 -2.98451 -0.5777
S -0.68949 -1.70691 -1.63001 0.7696
C -1.72646 2.79071 -4.11337 -0.0900
C -1.00717 3.48504 -5.24534 -0.2255
C -1.70659 4.39839 -6.02655 -0.0391
C -1.06431 5.08267 -7.05072 -0.0670
C 0.27772 4.84348 -7.30895 -0.0715
C 0.97498 3.91956 -6.54049 -0.0581
C 0.33830 3.24340 -5.50836 -0.0392
H -0.51477 0.48025 -5.70504 0.1443
H -2.05923 1.25570 -6.07270 0.1458
H -2.13983 -1.28089 -6.08642 0.1369
H -3.29727 -0.55459 -4.95609 0.1487
H -2.47026 -3.25946 -4.62625 0.1380
H -1.25188 -3.35739 -3.35518 0.0810
H 1.14148 -2.26997 -4.17901 0.1062
H 2.86630 -2.65428 -5.89251 0.1108
H 2.27430 -3.75018 -8.03196 0.1087
H -0.05614 -4.46062 -8.45076 0.1089
H -1.79247 -4.07621 -6.73616 0.1153
H -1.46187 3.20512 -3.14563 0.0807
H -2.80378 2.92266 -4.24270 0.1414
H -2.75720 4.58504 -5.83055 0.1152
H -1.61502 5.79688 -7.64916 0.1097
H 0.77750 5.37106 -8.11119 0.1091
H 2.01906 3.71864 -6.74538 0.1107
H 0.89011 2.50543 -4.93474 0.0836
N 2.55571 2.58316 -0.98586 0.0377
C 2.46292 2.42367 -2.43091 -0.1473
C 1.96056 1.02475 -2.76501 -0.5632
O 1.54433 0.69065 -3.85151 0.0622
O 2.00360 0.19010 -1.74467 0.0250
H 1.68402 2.89148 -0.57090 0.0782
H 3.28004 3.22783 -0.70495 0.0980
H 2.28072 0.71970 -0.95742 0.0612
H 3.46174 2.49335 -2.86542 0.1414
H 1.83627 3.15213 -2.94879 0.1138
Cl -4.08320 -4.32772 1.88438 0.7230
C -2.82740 -3.22802 2.31263 -0.6419
C -2.33478 -3.16980 3.60661 -0.0522
C -1.33605 -2.25281 3.87790 -0.0117
C -0.85808 -1.43849 2.86743 -0.1085
N -1.33150 -1.51793 1.62084 -0.0924
C -2.31072 -2.39157 1.34691 -0.1733
H -2.73125 -3.82293 4.37220 0.1217
H -0.92270 -2.15517 4.87232 0.1264
H -0.09357 -0.69602 3.04856 0.1016
H -2.68747 -2.41845 0.33386 0.0890
```

The LUMO energy comes out at -0.15478 Eh. The energy above the lowest of the compared OMol25 structures with the same formula, charge and spin is 17.8 kJ/mol. The total charge is +1. As for the spin multiplicity: 1.

Summary of energy in eV
-8899.6996; -98324.8256; -43277.8952; -104987.0376
(order as listed above)